DFT (the ωB97M-V functional and the def2-TZVPD basis) results for a single C19H25FNO3P molecule at a distorted geometry.

highest occupied orbital energy: -0.2909 Eh
HOMO-LUMO gap: 8.6 eV
ΔE to the lowest compared entry with this formula, charge and spin: 0.000 eV
SMILES string: CCCCO[P@@](=O)(c1ccc(N(C)C)cc1)[C@H](O)c1ccccc1F
calculated total energy: -39749.34488 eV

ORCA input file:
```
! RIJCOSX wB97M-V def2-TZVPD def2/J DEFGRID3
* xyz 0 1
C -5.9586 -0.7933 -0.4709
C -4.5456 -1.2877 -0.1893
C -3.7148 -1.3828 -1.4664
C -2.2887 -1.8516 -1.1982
H -2.2908 -2.7429 -0.5606
H -1.7843 -2.0903 -2.1411
O -1.5429 -0.8208 -0.5648
P -0.7663 -1.1070 0.8216
O -1.1849 -2.3553 1.4790
C 0.9832 -0.9413 0.4257
C 1.9213 -1.5844 1.2209
C 3.2683 -1.4281 0.9858
C 3.7295 -0.6081 -0.0584
N 5.0650 -0.4526 -0.3052
C 5.5188 0.5334 -1.2554
H 5.2243 0.2624 -2.2739
H 5.1135 1.5238 -1.0261
H 6.6037 0.5964 -1.2239
C 6.0437 -1.1157 0.5205
H 7.0364 -0.9501 0.1086
H 5.8636 -2.1931 0.5371
H 6.0305 -0.7419 1.5506
C 2.7644 0.0341 -0.8545
C 1.4197 -0.1286 -0.6129
H 0.6918 0.3726 -1.2344
H 3.0657 0.6682 -1.6720
H 3.9653 -1.9381 1.6295
H 1.5755 -2.2156 2.0260
H -3.6713 -0.4056 -1.9524
H -4.1806 -2.0880 -2.1582
H -4.5894 -2.2723 0.2815
H -4.0562 -0.6071 0.5086
H -6.4741 -1.4709 -1.1487
H -5.9352 0.1938 -0.9279
H -6.5300 -0.7297 0.4519
C -1.2617 0.3713 1.8643
C -1.1007 1.6085 1.0515
C -2.1256 2.1014 0.2552
C -1.9242 3.2082 -0.5495
C -0.6930 3.8415 -0.5750
C 0.3406 3.3741 0.2189
C 0.1208 2.2702 1.0180
F 1.1337 1.8284 1.8036
H 1.3082 3.8506 0.2282
H -0.5350 4.7018 -1.2074
H -2.7319 3.5773 -1.1633
H -3.0826 1.6064 0.2837
O -2.5832 0.1598 2.2692
H -2.6557 -0.7733 2.5195
H -0.5800 0.3918 2.7311
*
```



DFT (the ωB97M-V functional and the def2-TZVPD basis) results for a gas-phase ion, C6H12N (charge +1) at a distorted geometry.

highest occupied orbital energy: -0.5355 Eh
HOMO-LUMO gap: 11.5 eV
ΔE to the lowest compared entry with this formula, charge and spin: 4.104 eV
SMILES string: C[C@@H]1C=C[N+]1(C)C
calculated total energy: -7895.95795 eV

ORCA input file:
```
! RIJCOSX wB97M-V def2-TZVPD def2/J DEFGRID3
* xyz 1 1
C -1.7988 -0.5457 0.6577
C -1.4802 0.0426 -0.4813
C -0.0778 -0.0455 1.1539
C 0.7057 -1.2851 1.5156
C 0.2587 1.8416 -0.5383
C 0.6761 -0.3938 -1.4068
N -0.1419 0.4180 -0.4152
H -2.3958 -1.3301 1.2954
H -1.9899 0.3249 -1.3240
H 0.0470 0.7965 1.7503
H 1.7783 -0.9265 1.6051
H 0.5652 -2.0616 0.7890
H 0.1985 -1.6084 2.4511
H 1.2648 1.9874 -0.8004
H -0.4389 2.2607 -1.3073
H -0.0189 2.3885 0.3937
H 0.4819 -0.1973 -2.5614
H 1.7037 -0.1179 -1.4013
H 0.6624 -1.5485 -1.3758
*
```